1.
C43H67CdGeN2O2SSe | wB97M-V/def2-TZVPD

ORCA input file:
```
! wB97M-V def2-TZVPD RIJCOSX def2/J DEFGRID3
* xyz 1 1
C 11.9984 14.6659 7.5181
H 14.4186 11.8261 12.5282
C 14.0706 9.7764 20.2551
C 9.2401 7.1391 19.0392
H 12.2880 10.4802 18.5253
C 9.9909 13.7114 8.7852
H 16.3852 12.4365 14.0582
H 16.4223 8.7620 13.1319
H 17.0176 10.3778 18.5829
H 8.3829 15.6515 18.1556
C 9.3604 9.2238 15.1867
C 8.7591 7.8811 15.3169
C 10.9963 9.6063 8.8046
Ge 10.2734 11.6855 10.8734
H 10.8660 8.3313 19.9758
H 6.2877 7.9121 14.4837
H 10.1997 6.6440 13.1932
H 5.5699 12.2836 14.9608
C 6.2210 12.4690 17.3471
H 9.3091 5.0230 19.6794
C 8.5778 8.6666 9.1324
H 9.6460 12.8679 8.1516
Se 10.5301 11.5956 16.4127
H 11.9330 12.9111 9.3796
H 6.4684 7.3492 12.8183
H 5.7302 11.5503 17.0921
C 8.2091 7.7376 20.0062
H 6.0201 12.3097 19.5043
C 8.2671 7.0872 14.1012
C 10.0024 8.4326 8.5935
H 7.7666 4.9974 13.6291
C 6.9858 13.1043 13.8079
H 8.2113 7.1604 20.9630
H 8.3566 8.8224 20.2726
H 7.6062 14.1747 19.9573
C 7.0228 7.8282 13.6535
H 8.6103 8.9603 10.1869
C 13.1204 11.1636 15.2407
C 12.9038 10.5443 17.6450
H 8.7403 5.1773 15.1176
C 7.9454 5.6399 14.5156
O 9.4561 9.8909 14.0745
H 11.9669 9.2223 8.4183
H 12.2659 13.6236 7.2978
C 6.7075 13.2615 16.3071
C 16.2177 10.5756 19.3116
C 15.7063 8.9838 13.9693
H 15.9063 8.1198 17.7702
H 8.7916 11.5401 10.4087
H 10.4477 7.5393 9.0660
H 16.6066 10.3413 20.3243
C 9.0089 5.6359 18.7941
H 9.4628 8.2264 12.7525
H 9.8682 14.8622 6.9570
H 16.1494 8.6456 14.9348
C 15.3436 8.2820 18.7092
H 14.5970 9.3412 21.1296
H 7.2785 8.8827 13.3842
C 9.1990 7.9101 17.7460
C 16.6383 11.3728 14.1201
H 15.9743 11.6593 19.3208
H 11.2231 14.0161 10.5739
H 12.6311 15.0169 8.3578
H 6.9885 5.6075 15.0647
H 8.0751 9.4890 8.5589
H 6.5696 13.0507 11.8081
H 8.7943 6.6695 12.0799
C 14.9658 9.7666 19.0018
C 14.6807 10.7774 12.6963
H 10.7655 6.6463 20.5571
C 14.5213 10.7475 15.2871
C 7.4206 14.4488 16.6015
C 15.3694 10.4982 14.0545
H 7.7465 15.0242 15.7089
H 14.7632 8.4067 13.7804
C 12.3768 10.9912 16.4528
H 15.9684 7.9353 19.5518
H 12.3711 10.3315 10.3420
N 6.2205 12.7826 12.7170
H 13.1500 9.1236 20.1366
H 5.2373 12.5934 12.7877
H 12.2348 15.2771 6.6091
H 9.0564 14.0703 9.2913
H 13.7575 10.1895 12.6293
H 17.2295 11.2567 15.0302
C 9.2521 7.1486 12.9550
H 7.9973 7.7293 9.0065
C 10.5150 14.8222 7.8712
C 10.6496 7.2884 19.6647
H 11.1232 9.2242 10.9597
C 6.4775 12.8465 18.6556
H 10.7095 10.4675 8.1830
H 7.1600 7.7037 19.6116
S 8.5445 13.8869 13.5449
C 10.9946 13.2217 9.8278
H 17.2341 11.1143 13.2302
N 6.4395 12.8038 15.0004
Cd 10.3554 11.9698 13.6639
H 7.9347 6.4843 16.6584
H 14.4481 7.6414 18.6567
H 13.7434 10.8001 20.5482
H 16.0870 10.1976 16.5767
C 11.2835 10.0512 10.2679
C 15.0148 10.4177 16.5453
H 10.0827 9.7580 18.5092
C 8.5469 7.3903 16.6062
C 14.2795 10.3030 17.7308
H 10.4183 15.8299 8.3727
H 9.9088 8.2668 7.5066
C 7.2897 13.9497 18.9250
O 12.5684 11.6950 14.2125
H 11.4630 6.9971 18.9621
C 9.8137 9.8064 16.3939
H 15.3600 10.4266 11.8809
H 7.9411 5.4348 18.5899
C 9.7333 9.1951 17.6402
C 7.7584 14.7647 17.9000
H 9.5930 5.2754 17.9268
*
```

LUMO (spin up / spin down): -5.09 / -4.80 eV
strongest force on any atom: 0.041 hartree/bohr



2.
C43H67ClIN2O8P3S | wB97M-V/def2-TZVPD

ORCA input file:
```
! wB97M-V def2-TZVPD RIJCOSX def2/J DEFGRID3
* xyz 0 1
H -0.6595 -5.4259 -2.3097
C -4.7424 -2.4806 -4.4742
C -7.7138 -2.6256 -3.4905
H 2.0229 0.3815 -2.5440
H -0.4016 -3.0252 0.5110
H 1.0559 1.2649 1.8243
H -7.7099 -5.5481 -5.6231
C -3.1931 -2.2716 -4.8873
H -6.7903 3.1242 -3.3821
H -10.5763 0.3530 -5.1826
I -4.6662 -5.4625 -5.8561
H 2.6117 -3.4508 -4.9574
H 11.4289 4.2287 8.3318
H -9.4451 -2.5023 -1.4572
H 7.3112 1.0533 8.2507
H -7.3358 1.0658 -4.4083
C -2.2840 -1.5632 -3.8005
C 0.3958 0.3703 2.1030
C -0.7097 -0.1171 -1.5775
H 5.9048 1.8083 9.0002
C -0.8110 -4.3895 -4.2997
C -5.5512 -3.7650 -4.7725
H 8.8646 1.2851 6.5520
C -7.8324 -5.2007 -4.5455
H 0.0895 1.0292 4.2817
H -8.5699 3.3246 -2.9979
C 1.4483 -1.7403 -2.0228
C -0.0541 -1.2847 -2.3968
H 4.2022 3.6612 0.0632
H -1.9966 -6.0906 -3.3805
H -3.4962 2.7005 -2.0020
H -1.2157 -1.2290 3.7523
H 7.3239 4.5359 2.8616
H 5.8739 1.4129 7.2763
H 2.9077 -0.3203 -1.0134
C 7.0544 3.1623 7.7722
O 0.0231 -2.5281 -6.6030
H 2.4318 -1.5751 -4.7854
H -2.1625 2.3638 -0.0258
H 3.6793 4.1601 1.6553
H 3.4377 -0.8878 -2.6696
C 0.5488 -2.6960 -5.4877
H 6.2600 1.3930 0.9436
H 10.9716 1.9473 7.5380
C 2.5156 -0.5321 -2.0754
C 4.4367 3.5681 1.1303
C 10.1394 2.6560 7.6064
C 9.1432 2.3424 6.4888
C -0.5456 0.8714 3.3340
H 2.5354 -2.9550 -0.4346
H 7.2450 2.8855 5.6470
C 10.7012 4.0696 7.5309
P -3.0515 1.7859 -0.9875
Cl -6.4759 -5.7740 -1.8792
H 1.5506 -1.5039 0.2253
H -0.1830 -3.7263 -1.1745
O -12.3298 -1.9440 -3.9106
P -9.4894 -2.7699 -2.8838
O -10.2972 -0.6007 -5.1898
C 6.5087 1.7765 8.0891
C 1.5391 -2.3747 -0.5259
C -6.8871 -1.3077 -3.1960
H 5.0360 0.1306 1.0829
C 5.2058 1.1650 0.7696
H 8.1466 4.2465 6.2738
H -6.7686 0.4305 -1.7121
H -7.4486 2.5704 -1.7244
C -1.5014 -5.1164 -3.0228
H 3.2520 1.7962 1.3707
C -7.0359 -3.8193 -4.2568
H 9.9182 4.8234 7.6433
C -7.6698 2.6175 -2.8442
C -5.4031 -1.2853 -3.6899
H 11.2091 4.2358 6.5776
H 7.6459 3.5264 8.6174
N -0.0022 0.5817 -0.4653
C -2.1753 0.3716 -1.8866
H -2.2493 -4.4014 -2.5303
C 6.3104 4.1220 2.8219
C 5.8210 4.1771 1.3738
H 9.6799 2.4954 8.5861
H 1.8472 -2.5574 -2.7252
C -0.5961 0.1101 0.8370
H 6.5572 3.6773 0.7349
H -0.8477 -1.0174 0.8084
H 5.8010 5.2228 1.0448
H 6.3899 3.0845 3.1604
O -2.8544 -2.6438 -6.0286
H -2.5789 -0.1555 2.9712
H 4.4680 1.9875 2.6172
H -2.1267 0.0034 4.7689
C 5.4292 4.9075 3.7832
C 0.3700 -3.4369 -0.2207
C -7.2010 -6.2751 -3.4995
O -0.8909 -5.0427 -5.3856
H -1.5797 0.6347 1.1069
H -8.9248 -5.0880 -4.2328
C 7.8776 3.2054 6.4839
N -0.1106 -3.1085 -4.2300
H 5.0091 1.2280 -0.3038
O -7.1577 -7.4877 -3.7794
P -10.7815 -1.2086 -3.6827
C -7.5340 -0.0425 -2.4214
H -0.1341 1.5957 -0.5930
C -7.9707 1.1349 -3.4474
H -8.4689 -0.3377 -1.8398
H 5.8405 4.8597 4.7954
H -12.6341 -2.2408 -3.0135
C -4.4727 -0.0023 -3.3878
H 2.5760 -2.4414 -6.4877
H -9.0654 1.0937 -3.7537
O -11.0254 -0.0990 -2.6191
C 4.2894 2.1029 1.5440
C 2.1573 -2.4899 -5.4168
H 4.4138 4.5063 3.8203
C -0.8378 -2.0413 -3.5411
O -4.8936 1.1739 -3.4789
H 0.8228 -4.3742 0.2650
H 9.6454 2.4619 5.5215
H 5.3751 5.9596 3.4904
C -1.6968 -0.1906 3.7140
C -2.9475 -0.3768 -3.0095
H 6.2106 3.8534 7.6682
H -1.0757 1.8603 3.0976
H 0.9726 -0.5720 2.3804
S -4.6026 0.9865 -0.0596
*
```

LUMO: -1.61 eV
SMILES string: CCCCNc1c([PH2]=S)c2c(c(N(C(C)=O)C(C)=O)c1[C@@H](C)CC)C(=O)c1c(I)c(CC(=O)Cl)c(PP(=O)(O)O)c(CCC)c1C2=O.CCCCCC.CCCCCC
strongest force on any atom: 0.104 hartree/bohr